(1)
{"formula": "C33H33MnN3SSbSe4Si", "method": "ωB97M-V/def2-TZVPD", "total_energy_ev": -357178.2430, "charge": 1, "lumo_energy_ev": [-3.599, -4.438], "homo_lumo_gap_ev": [6.34, 5.68], "spin_multiplicity": 4, "s_squared": 3.89, "species": ["Mn", "Se", "Se", "Se", "Se", "S", "Sb", "C", "C", "C", "C", "C", "C", "C", "C", "C", "C", "C", "C", "C", "C", "C", "C", "C", "C", "H", "H", "H", "H", "H", "H", "H", "H", "H", "H", "H", "H", "H", "H", "H", "N", "C", "C", "C", "C", "C", "N", "C", "H", "H", "H", "H", "C", "Si", "C", "C", "N", "C", "C", "C", "C", "C", "C", "H", "H", "H", "H", "H", "H", "H", "H", "H", "H", "H", "H", "H", "H"], "coordinates": [[-0.14370, 0.02618, 0.06621], [2.85766, 0.38586, 0.43421], [3.20439, -0.64450, 2.35260], [1.14015, -0.44610, 3.53633], [-0.00076, 0.99513, 2.21085], [0.08067, 1.94320, -1.17969], [0.00099, 4.11972, -0.39940], [-1.12246, 5.11233, -1.85047], [-2.22305, 5.90595, -1.53856], [-2.94553, 6.49317, -2.56946], [-2.56100, 6.29448, -3.88954], [-1.44794, 5.51476, -4.19175], [-0.72266, 4.91525, -3.17226], [1.95127, 4.85000, -0.46607], [2.22052, 6.02903, -1.15603], [3.52552, 6.50501, -1.19142], [4.53631, 5.81036, -0.53913], [4.25739, 4.63021, 0.14402], [2.95974, 4.14008, 0.18160], [-0.75120, 4.30123, 1.53752], [-2.10540, 4.53616, 1.76177], [-2.56209, 4.66203, 3.06754], [-1.67060, 4.54874, 4.12776], [-0.32161, 4.30222, 3.89455], [0.14984, 4.18227, 2.59499], [-2.51870, 6.08215, -0.51106], [-3.80802, 7.10739, -2.33788], [-3.13121, 6.75059, -4.68940], [-1.14625, 5.37015, -5.22247], [0.13452, 4.29718, -3.40850], [1.43124, 6.57109, -1.66427], [3.75157, 7.41524, -1.73380], [5.55149, 6.18776, -0.56794], [5.05219, 4.08455, 0.63948], [2.75046, 3.20082, 0.68370], [-2.81193, 4.59844, 0.94748], [-3.61458, 4.84657, 3.24915], [-2.03012, 4.65077, 5.14551], [0.36508, 4.19622, 4.72596], [1.20159, 3.99482, 2.41943], [-5.49399, 3.28649, 0.64294], [-4.95114, 2.31047, 0.36637], [-4.22874, 1.10895, 0.00684], [-4.85836, 0.02021, -0.58435], [-4.08952, -1.06969, -0.92472], [-2.73173, -1.03745, -0.67963], [-2.12226, 0.00836, -0.10980], [-2.86148, 1.06192, 0.23852], [-5.92546, 0.03767, -0.76567], [-4.52746, -1.94648, -1.38045], [-2.09980, -1.87824, -0.92505], [-2.36162, 1.88332, 0.72362], [-0.40104, -3.95655, -1.44846], [0.74680, -2.59809, -0.87122], [0.80830, -1.25477, -2.19098], [2.45259, -3.26188, -0.62465], [-0.01747, -1.78819, 0.49953], [-0.59594, -2.56344, 1.53614], [-1.66985, -2.11300, 2.31095], [-2.23268, -2.90917, 3.30087], [-1.73910, -4.17843, 3.55879], [-0.66189, -4.63349, 2.81406], [-0.09896, -3.83855, 1.82416], [0.14753, -4.90101, -1.56738], [-0.84487, -3.71714, -2.42204], [-1.20420, -4.13700, -0.72734], [0.74518, -1.73376, -3.17641], [1.73624, -0.68146, -2.16664], [-0.03354, -0.54322, -2.18529], [2.90760, -3.43241, -1.60942], [2.44666, -4.21946, -0.09622], [3.09140, -2.57008, -0.07744], [-2.06193, -1.12337, 2.14938], [-3.05904, -2.52040, 3.88429], [-2.18327, -4.79924, 4.32700], [-0.24060, -5.61343, 3.00847], [0.75718, -4.21798, 1.27096]], "forces_ev_per_a": [[0.87, -0.99, 0.93], [-0.34, -0.15, -0.15], [-0.06, 0.05, 0.18], [0.17, -0.19, -0.10], [-0.17, 0.22, 0.18], [-0.05, 0.53, -0.68], [0.12, -0.34, -0.01], [0.01, 0.09, 0.09], [0.06, 0.03, -0.09], [-0.01, 0.02, -0.04], [0.05, -0.04, 0.03], [-0.04, 0.03, 0.01], [-0.23, 0.11, 0.03], [-0.02, 0.10, 0.03], [0.11, -0.06, 0.11], [0.00, -0.02, 0.00], [-0.02, -0.04, 0.02], [0.01, 0.02, -0.02], [0.09, 0.12, -0.12], [0.04, 0.17, -0.06], [0.09, -0.18, 0.25], [-0.03, -0.02, 0.03], [0.02, -0.02, -0.01], [-0.02, 0.03, 0.00], [-0.22, 0.23, 0.10], [0.03, 0.01, -0.09], [0.06, -0.04, -0.03], [0.03, -0.01, 0.03], [-0.03, 0.02, 0.06], [0.01, -0.04, -0.01], [0.01, -0.01, 0.01], [-0.01, -0.04, 0.05], [-0.05, -0.03, 0.00], [-0.04, 0.05, -0.03], [-0.01, 0.06, 0.00], [-0.07, 0.01, -0.07], [0.07, -0.02, 0.00], [0.03, -0.02, -0.08], [-0.04, 0.03, -0.04], [-0.02, 0.03, -0.01], [0.18, -0.24, -0.06], [0.06, -0.05, 0.01], [-0.03, 0.35, 0.14], [-0.23, 0.12, 0.00], [-0.03, -0.18, -0.08], [0.04, -0.17, -0.01], [-0.31, 0.07, -0.26], [-0.20, -0.05, -0.02], [0.04, 0.01, 0.00], [0.01, 0.02, 0.01], [0.01, -0.01, -0.01], [0.12, 0.12, 0.03], [-0.03, -0.30, -0.18], [-0.42, 0.16, 0.10], [0.08, 0.10, -0.10], [0.31, -0.20, -0.02], [-0.06, -0.03, 0.14], [0.14, 0.22, -0.15], [-0.08, -0.09, -0.03], [0.05, 0.11, -0.03], [-0.02, 0.00, 0.00], [0.13, 0.01, -0.09], [0.14, -0.19, -0.01], [-0.16, 0.16, 0.01], [0.02, -0.04, 0.13], [0.06, -0.02, -0.10], [0.00, 0.05, 0.13], [-0.03, 0.03, -0.04], [-0.02, -0.02, -0.10], [-0.04, 0.00, 0.13], [0.04, 0.08, -0.06], [0.03, -0.01, -0.02], [-0.06, 0.14, 0.01], [0.01, -0.01, -0.04], [0.04, 0.04, -0.03], [-0.03, 0.05, -0.03], [-0.13, 0.04, 0.11]], "mulliken_charge": [-0.497, 0.006, -0.015, -0.205, 0.067, -0.098, 1.826, 0.555, -0.458, -0.699, -0.469, -0.742, -0.549, 0.648, -0.621, -0.658, -0.530, -0.791, -0.342, 0.848, -0.368, -0.944, -0.739, -0.368, -0.881, 0.493, 0.413, 0.403, 0.391, 0.439, 0.421, 0.414, 0.389, 0.438, 0.219, 0.450, 0.459, 0.403, 0.458, 0.343, -0.518, -0.225, 0.160, -0.378, -1.156, 0.064, 1.011, 0.049, 0.537, 0.506, 0.119, 0.072, -1.298, 0.430, -0.959, -0.999, 1.067, -0.032, -0.124, -0.854, -0.584, -0.812, -0.099, 0.330, 0.425, 0.364, 0.527, 0.254, 0.322, 0.357, 0.377, 0.105, 0.349, 0.435, 0.405, 0.419, 0.246]}

***

(2)
{"formula": "C3H13NO3", "method": "ωB97M-V/def2-TZVPD", "total_energy_ev": -10953.7471, "lumo_energy_ev": 0.872, "homo_lumo_gap_ev": 11.16, "smiles": "C=NCC.O.O.O", "species": ["C", "N", "C", "C", "H", "H", "H", "H", "H", "H", "H", "O", "H", "H", "O", "H", "H", "O", "H", "H"], "coordinates": [[-2.01163, 2.34282, -1.65480], [-1.15677, 1.76034, -0.93705], [-1.33057, 1.90900, 0.54406], [-0.01135, 2.38478, 1.12059], [-2.91169, 2.84667, -1.30516], [-1.80280, 2.35754, -2.71227], [-1.67756, 0.95786, 0.93686], [-2.12857, 2.64600, 0.67282], [0.73804, 1.61701, 0.90602], [-0.09830, 2.48818, 2.19194], [0.32495, 3.27405, 0.60559], [2.86939, -4.55522, 1.35165], [3.71403, -4.80760, 0.95275], [3.03421, -4.50458, 2.29696], [-0.78801, -1.21188, -0.78273], [-0.64451, -0.27752, -1.00871], [-1.73183, -1.23418, -0.59429], [2.16339, -2.57021, -1.11207], [1.29848, -2.15331, -1.02298], [2.15109, -3.26974, -0.44918]], "forces_ev_per_a": [[0.54, -0.20, -0.40], [-0.18, 0.09, 1.13], [-0.33, 0.42, -1.45], [-0.06, -1.13, -0.36], [0.03, 0.20, 0.28], [-0.32, -0.12, -0.45], [0.23, -0.15, 0.23], [-0.03, 0.01, 0.44], [0.01, 0.05, 0.16], [0.14, 0.36, 0.27], [-0.06, 0.43, 0.21], [0.18, -0.11, -0.27], [-0.22, 0.08, 0.17], [0.03, 0.03, 0.00], [-0.04, 0.29, 0.01], [0.13, -0.03, -0.07], [0.05, -0.24, -0.01], [-0.04, -0.04, 0.02], [-0.11, 0.01, -0.04], [0.05, 0.03, 0.12]], "nbo_charge": [-0.047, -0.425, -0.246, -0.613, 0.148, 0.176, 0.200, 0.165, 0.220, 0.214, 0.213, -0.949, 0.475, 0.475, -0.965, 0.492, 0.467, -0.965, 0.484, 0.478]}

***

(3)
{"formula": "C6H13F", "method": "ωB97M-V/def2-TZVPD", "total_energy_ev": -9147.7880, "lumo_energy_ev": 0.953, "homo_lumo_gap_ev": 9.72, "species": ["C", "C", "C", "C", "C", "C", "F", "H", "H", "H", "H", "H", "H", "H", "H", "H", "H", "H", "H", "H"], "coordinates": [[1.83557, -1.44393, 0.11172], [-0.66287, 1.57185, 0.81623], [-1.51317, -0.91549, 0.32066], [-0.59704, 0.60527, -1.46790], [1.27667, -0.08436, 0.42189], [-0.66431, 0.29052, -0.01470], [2.09445, 0.89478, -0.15239], [1.25624, -1.99545, -0.67946], [1.45751, -2.05839, 0.99793], [2.86298, -1.50380, -0.12201], [-1.41158, 2.27347, 0.42355], [0.18158, 1.99012, 0.58379], [-0.65366, 1.32043, 1.87639], [-2.33255, -0.83663, -0.33291], [-0.84917, -1.76485, 0.17152], [-1.90132, -0.83815, 1.34478], [-0.75107, -0.22488, -2.24774], [0.43444, 0.99131, -1.78929], [-1.33368, 1.47918, -1.70703], [1.27096, 0.24901, 1.44497]], "forces_ev_per_a": [[-3.81, -1.59, 1.00], [-4.67, -2.77, 0.15], [1.30, 1.34, 1.28], [0.38, 1.34, -2.94], [-1.99, 0.75, -0.81], [4.46, -0.34, 0.72], [-0.51, 0.04, -0.71], [0.58, 0.90, 0.07], [1.36, 0.45, -0.78], [1.15, 0.03, 0.23], [-0.43, -0.21, 0.82], [4.93, 2.70, -1.03], [-0.55, 0.44, 0.04], [-1.21, -0.68, -0.95], [-0.71, -0.47, -0.07], [0.28, -0.37, -0.13], [-0.23, 0.86, 1.53], [-1.38, -0.19, 0.72], [1.05, -1.57, 0.17], [0.02, -0.67, 0.69]], "nbo_charge": [-0.687, -0.629, -0.647, -0.676, 0.215, 0.069, -0.395, 0.210, 0.221, 0.236, 0.204, 0.212, 0.208, 0.216, 0.222, 0.211, 0.220, 0.237, 0.208, 0.145]}